1.
14
Properties=species:S:1:pos:R:3:forces:R:3 method="wB97M-V/def2-TZVPD" relative_energy_kcal_mol=46.53 total_charge=+2 gap_ev="8.380 / 8.381" total_energy_ev=-8708.7588 molar_mass_g_mol=97.1 e_lumo_ev="-13.47 / -13.47"
H -1.303635 -1.074091 -1.841379 0.922 0.544 -0.108
H 2.886500 1.151637 0.795092 -1.959 -1.693 -0.723
C -1.499429 -0.108439 0.803565 0.287 2.716 3.783
H -1.350517 -0.055816 1.943613 -1.258 -0.748 -1.560
C -0.280279 -0.626206 -1.925212 -3.114 -1.830 -1.888
H 0.209320 -0.700893 -2.846408 0.721 -0.175 -1.545
N 1.674963 0.352992 -0.838726 -0.871 -0.819 -2.615
H 0.712032 0.247099 2.086780 -0.208 0.217 2.787
N -0.187478 -0.012996 0.343960 3.563 0.623 0.020
N 0.810738 0.372438 1.130324 -1.540 -0.786 -3.027
C 0.353963 -0.076372 -0.926184 2.799 1.943 3.783
C 1.932042 0.587658 0.378305 2.438 2.316 1.759
H -1.981460 0.835989 0.535857 -0.287 0.058 -0.045
H -1.976757 -0.892999 0.360413 -1.494 -2.366 -0.620



2.
16
Properties=species:S:1:pos:R:3:forces:R:3 method="wB97M-V/def2-TZVPD" relative_energy_kcal_mol=53.59 total_charge=+1 spin_multiplicity=2 gap_ev="5.021 / 2.533" total_energy_ev=-57542.7143 s_squared=0.761 molar_mass_g_mol=191.7 e_lumo_ev="-5.87 / -8.20"
H -24.021865 0.297852 1.587345 -0.994 -0.497 0.823
H -26.985589 -0.396640 -2.321949 0.004 -0.019 -0.016
C -25.873397 -3.084009 -0.752829 -0.951 -2.071 -0.686
O -23.887716 -0.451485 2.230812 -2.871 1.616 0.200
H -25.302062 -3.748174 -0.126047 0.052 0.083 0.147
N -26.769826 -3.591128 -1.669839 0.963 0.521 0.441
C -26.768595 -1.384928 -1.954008 2.212 1.770 2.085
H -27.996548 -2.812754 -3.158636 0.092 0.400 -0.284
H -25.356607 -0.976058 -0.295586 0.322 -0.251 0.029
H -27.040999 -4.549838 -1.779122 0.138 -0.297 -0.062
Cu -25.375908 -1.147717 3.727479 1.308 0.450 -0.747
C -27.246322 -2.552690 -2.427834 -1.472 -2.812 -0.222
C -25.886999 -1.712016 -0.878255 -1.059 2.686 -1.543
C -22.662380 -0.744753 1.684574 7.397 -2.874 0.768
O -21.729463 -1.185841 2.396495 -2.508 0.012 1.339
O -22.461036 -0.522313 0.503270 -2.634 1.282 -2.275



3.
60
Properties=species:S:1:pos:R:3:forces:R:3 method="wB97M-V/def2-TZVPD" relative_energy_kcal_mol=8.98 total_charge=+2 gap_ev=6.904 total_energy_ev=-211612.3854 molar_mass_g_mol=930.1 e_lumo_ev=-7.17
S 1.949114 1.605229 1.039797 -0.007 -0.069 0.058
H -2.726261 2.235845 3.344750 -0.051 0.000 0.029
H 1.048859 -0.664258 -4.833627 -0.048 0.017 0.027
Se -3.483633 -0.140007 0.476305 -0.165 0.089 0.040
C -3.860066 -1.948055 1.072846 0.086 -0.069 0.069
H -0.487251 1.236518 -6.555003 0.001 0.012 -0.013
H -1.986939 3.604734 -1.056255 -0.020 0.013 -0.025
H 3.136079 0.194570 -3.770363 0.027 -0.012 0.006
N 2.465358 -2.947433 7.064042 -0.020 0.022 0.015
H -3.289715 -0.004602 2.951770 -0.009 0.000 0.010
H 0.794525 1.634862 -5.386101 -0.002 0.008 -0.011
C 1.606650 -2.712621 4.637237 0.022 -0.011 0.082
Te -1.881560 -1.796419 -2.072007 0.303 0.299 0.019
C 3.124790 0.369762 1.548807 -0.100 -0.065 -0.067
H -3.780582 -2.609755 0.215655 0.002 -0.007 0.012
H 1.744313 -4.247098 1.608748 0.008 -0.009 0.014
H -3.131165 -2.203088 1.838750 -0.024 -0.071 -0.018
H -4.811788 0.720827 2.392125 0.005 -0.002 0.043
C 2.963224 2.573208 -0.050938 -0.082 -0.017 -0.017
P -0.957859 0.248912 -2.843657 0.026 -0.319 -0.033
O -1.160769 1.153472 -1.596787 0.331 -0.120 0.138
C -3.734604 0.681264 2.236060 -0.011 -0.050 -0.027
H -3.424828 2.618293 -0.680239 0.013 0.004 -0.013
O 1.031160 0.839738 0.030194 0.106 0.254 -0.100
H 0.003659 2.914392 -6.305340 -0.003 -0.001 -0.014
H -3.858780 2.850201 2.137279 0.021 0.025 0.004
H 3.553828 -0.092382 0.661026 0.015 -0.045 0.034
H 2.579899 -0.350467 2.156943 0.055 -0.034 -0.009
H 0.875450 -1.864969 -3.535597 -0.025 0.016 0.025
H 2.318800 3.320640 -0.508635 0.041 0.028 -0.019
C 1.276538 -0.881995 -3.789842 0.118 -0.104 -0.136
H 3.715913 3.061270 0.568890 0.016 0.020 -0.026
O 0.610978 0.109896 -2.949611 -0.156 0.290 -0.057
S -0.585011 -0.072557 2.538998 -0.050 0.075 -0.055
Ta -0.790776 -0.043668 0.087561 -0.435 -0.124 0.055
C 1.947594 -3.660767 3.659060 0.038 -0.055 -0.039
H -3.155625 4.180065 0.162010 -0.004 0.018 -0.033
C 2.079154 -2.853536 5.987460 0.011 -0.024 -0.076
O -1.560393 0.835950 -4.136640 -0.079 -0.014 0.025
C -0.157220 1.957485 -5.808660 -0.029 -0.036 0.070
H -0.872926 2.804282 -3.944264 -0.028 -0.008 0.021
C 2.755978 -0.794327 -3.514954 -0.069 0.040 0.024
C -1.204521 2.136920 -4.739863 0.099 0.083 -0.104
C -2.684884 3.306202 -0.281297 -0.014 0.006 -0.018
H 3.892253 0.855561 2.151316 -0.015 0.062 0.001
Se -1.643214 2.471545 1.126881 0.144 -0.132 0.031
C 2.775610 -4.788706 3.986478 -0.048 0.064 0.080
C -3.128597 2.072022 2.348183 0.041 0.003 -0.064
H 0.552873 -0.899396 5.068564 -0.001 0.006 0.001
C 0.815155 -1.620741 4.306576 0.019 -0.036 -0.014
C 1.489140 -3.509266 2.357840 -0.032 0.032 -0.030
N 3.438330 -5.688229 4.248496 0.011 -0.009 -0.044
C 0.709486 -2.406716 2.025316 0.000 -0.014 0.104
H 3.418066 1.928054 -0.799962 0.010 0.009 -0.003
H -2.143295 2.501311 -5.145754 -0.015 -0.009 0.025
S 0.083925 -2.238118 0.389016 0.018 -0.081 0.165
C 0.371702 -1.471287 2.998644 -0.029 -0.019 -0.124
H 2.963560 -1.003843 -2.465145 0.000 -0.001 -0.005
H 3.282860 -1.531286 -4.119582 -0.006 -0.002 -0.015
H -4.872565 -1.977437 1.466501 -0.011 0.074 -0.019



4.
13
Properties=species:S:1:pos:R:3:forces:R:3 method="wB97M-V/def2-TZVPD" relative_energy_kcal_mol=24.42 total_charge=-2 gap_ev="5.533 / 5.534" total_energy_ev=-12867.0373 molar_mass_g_mol=119.1 e_lumo_ev="7.23 / 7.23"
N 0.579543 0.300044 -0.731996 0.088 -0.440 -1.478
C 0.629244 -0.692417 0.285464 -3.563 2.880 1.058
H 0.457883 1.789062 0.369050 1.817 0.057 -0.945
H -0.154770 -0.416405 1.132168 0.800 -0.882 -0.935
O 1.267566 1.435163 -0.197452 -2.429 0.989 1.706
C -1.798912 1.184397 -0.358134 2.547 4.348 0.545
H -1.895454 1.609122 -1.418896 0.153 -1.099 0.935
O -2.905232 -0.815431 -0.920263 0.305 -0.368 -1.544
H 0.431216 -1.603709 -0.152021 -0.788 -2.266 -0.736
H 1.489678 -0.719445 0.828624 3.227 -0.161 1.302
C -2.503336 -0.069394 -0.008466 -1.707 -0.944 0.553
O -2.847553 -0.198218 1.177767 0.331 0.102 1.370
O -1.425545 2.070540 0.509759 -0.780 -2.216 -1.831